98
Properties=species:S:1:pos:R:3 method="wB97M-V/def2-TZVPD" orbital_gap_ev="9.27 / 8.33" s_squared=0.756 total_charge=+1 multiplicity=2
O 0.04982 0.24643 -0.10966
H -0.66675 0.27041 -0.74806
H 0.17643 -0.67813 0.11565
H -0.20718 0.77028 0.65266
C -2.38511 -0.53019 1.68539
C -1.69838 0.15218 2.94791
C -1.19312 -1.03999 3.76547
C -0.27107 -0.69768 4.96499
C 0.92805 0.10194 4.40489
C 0.46501 1.37828 3.68926
N -0.52919 1.01120 2.65083
O -0.78077 2.05295 1.68012
C 1.81066 1.84944 3.01789
C 0.06701 2.45190 4.74702
C -2.81769 0.94071 3.66819
H -2.69679 0.26305 1.00590
H -3.30649 -1.04377 1.96000
H -1.68328 -1.26259 1.28648
H -0.70358 -1.73347 3.08170
H -2.05102 -1.58871 4.15406
H 0.08112 -1.62506 5.41669
H -0.86397 -0.13582 5.68672
H 1.51300 -0.53084 3.73741
H 1.49015 0.28136 5.32139
H 1.75245 2.81205 2.50987
H 2.15251 1.15157 2.25355
H 2.59367 1.93893 3.77088
H -0.32909 3.32377 4.22640
H 0.87585 2.84778 5.36115
H -0.63710 2.07192 5.48726
H -2.55925 1.12863 4.71030
H -3.75836 0.39013 3.67888
H -2.99470 1.91706 3.21707
C 2.05708 4.55975 -1.81980
C 2.02581 3.31500 -1.27670
C 3.18099 2.79560 -0.70890
C 4.38290 3.49890 -0.61872
C 4.42310 4.73836 -1.31742
C 3.26618 5.26513 -1.87882
N 5.52120 2.96182 0.08816
O 6.54956 3.65898 0.11959
O 5.33040 1.98444 0.83684
H 1.21625 5.08890 -2.24335
H 1.22543 2.59465 -1.35965
H 3.04902 1.84457 -0.21440
H 5.32501 5.33202 -1.29440
H 3.26154 6.13955 -2.51268
C -3.92549 -1.96371 -2.64330
O -3.27372 -2.98688 -1.93814
P -1.68723 -3.06530 -2.12655
O -1.01283 -1.87428 -1.50622
O -1.38284 -4.55181 -1.49948
C -2.15201 -5.70418 -1.80504
O -1.54910 -3.25754 -3.71185
C -0.34357 -3.08356 -4.40003
H -4.31540 -2.26859 -3.61444
H -3.21745 -1.14079 -2.74119
H -4.71244 -1.68793 -1.94133
H -2.74057 -6.00958 -0.93993
H -1.51760 -6.50186 -2.19148
H -2.85082 -5.43837 -2.59821
H -0.51104 -2.31152 -5.15103
H -0.10335 -4.02775 -4.88881
H 0.48746 -2.78349 -3.76171
C -1.96496 4.43815 -4.25352
O -1.51443 3.71914 -3.17478
P -2.07774 2.25139 -2.95801
O -1.59009 1.63996 -1.70262
O -3.67768 2.45071 -3.06236
C -4.55957 1.55128 -2.36178
O -1.67066 1.37843 -4.33109
C -0.30629 1.04443 -4.55853
H -1.49586 4.08960 -5.17361
H -1.63908 5.47618 -4.18722
H -3.01270 4.24628 -4.48488
H -5.33882 2.09958 -1.83241
H -3.97277 1.06358 -1.58338
H -4.91398 0.89147 -3.15371
H 0.38038 1.60295 -3.92241
H -0.17618 1.26630 -5.61775
H -0.02050 0.01261 -4.35414
C 0.26099 -4.75534 1.13159
O 1.28906 -4.24865 1.96341
P 2.06820 -2.84454 1.55268
O 1.25326 -1.73866 1.00362
O 3.18601 -3.26414 0.52978
C 2.86441 -3.34347 -0.80777
O 3.02856 -2.47990 2.81566
C 4.14274 -1.50640 2.78129
H 0.52955 -5.35836 0.26421
H -0.27547 -3.87750 0.77145
H -0.43763 -5.38001 1.68820
H 1.81768 -3.54233 -1.03779
H 3.49691 -4.10033 -1.27169
H 3.20046 -2.50928 -1.42363
H 4.24006 -1.02209 1.80966
H 5.03019 -2.08934 3.02771
H 4.02673 -0.76747 3.57416

***

16
Properties=species:S:1:pos:R:3 method="wB97M-V/def2-TZVPD" orbital_gap_ev=7.33 total_charge=-1 e_above_lowest_kj_mol=52.2
N -0.55393 2.39729 -1.52392
P -0.35219 0.88584 -1.96754
O -0.20072 0.85843 -3.65157
O -1.76566 0.02958 -1.60647
In 1.60493 -0.20828 -0.73218
H 0.14636 2.68125 -0.85029
H 0.70504 0.70918 -3.91090
H -2.33460 0.00190 -2.38308
H 1.95195 -1.84279 -1.41983
H 3.06792 0.81618 -0.82759
H 1.16471 -0.39981 0.98847
C -0.78699 -1.18616 3.63302
Cl -1.14942 -0.70552 1.97837
Cl -0.08762 -2.81213 3.67625
Cl 0.30252 -0.02202 4.40193
H -1.71231 -1.20294 4.19533

***

24
Properties=species:S:1:pos:R:3 method="wB97M-V/def2-TZVPD" orbital_gap_ev="7.69 / 6.69" s_squared=6.119 total_charge=+2 multiplicity=5 e_above_lowest_kj_mol=204.9
O 4.09716 -1.19637 -2.81839
C 3.10129 -1.18826 -3.46199
Mn -1.46245 -1.83018 -0.58965
O -0.36078 1.60788 -1.75361
C -0.69648 0.54891 -1.48678
C -2.84659 -0.67396 -0.13450
O -3.83411 -0.18441 0.20025
C -2.84110 -3.07090 -2.87991
O -2.85764 -4.24275 -2.84893
C -2.51092 -1.50720 -2.76126
O -2.72439 -0.76950 -3.62297
H 0.27582 -1.55392 -0.25532
S -0.12448 -1.55559 1.20724
C 0.60540 0.00657 1.49471
N -0.16192 1.10427 1.68953
C 0.64705 2.20521 2.17016
C 2.06553 1.71775 2.06016
N 1.89961 0.32049 1.66905
H -1.14419 1.20507 1.66040
H 0.45038 2.46531 3.20661
H 0.54479 3.10659 1.58330
H 2.63945 1.69193 2.98796
H 2.68166 2.16696 1.28177
H 2.55692 -0.37388 1.40215

***

13
Properties=species:S:1:pos:R:3 method="wB97M-V/def2-TZVPD" orbital_gap_ev=8.48 smiles="C=C1CC1=C(O)O" e_above_lowest_kj_mol=320.7
C 1.42338 -0.58145 1.78201
C 1.02325 -0.22652 0.53814
C 1.30039 -0.01843 -0.88796
C -0.09348 0.04769 -0.25939
C -1.42117 0.26342 -0.36476
O -2.20023 0.15144 0.68946
O -2.06794 0.49485 -1.58280
H 2.41372 -0.72226 2.03316
H 0.53659 -0.52125 2.51184
H 1.88486 0.96752 -1.01442
H 1.63201 -0.80934 -1.54103
H -3.05273 0.54086 0.33191
H -1.37864 0.41347 -2.23614

***

61
Properties=species:S:1:pos:R:3 method="wB97M-V/def2-TZVPD" orbital_gap_ev=8.73 smiles=CC[C@H](I)c1cccc2nccnc12.CO.CO.CO.CO.CO.CO
C 4.31881 1.35194 1.00145
C 3.07483 0.67078 0.42515
C 2.19318 1.51112 -0.52715
I 3.42557 2.73863 -1.79731
C 1.08855 2.27054 0.17850
C 1.00374 3.63843 0.24459
C -0.06091 4.28167 0.91209
C -1.03495 3.53041 1.50181
C -0.99871 2.12347 1.47074
N -1.99046 1.42636 2.10089
C -1.88095 0.13235 1.99797
C -0.86369 -0.51503 1.28045
N 0.09565 0.13223 0.68278
C 0.05818 1.49140 0.79352
H 4.10125 2.38639 1.25105
H 5.18265 1.27063 0.35497
H 4.57026 0.85254 1.93534
H 3.33927 -0.22942 -0.11992
H 2.48510 0.34444 1.27073
H 1.72501 0.82574 -1.22126
H 1.75166 4.27236 -0.19809
H -0.11044 5.35619 0.95466
H -1.86003 4.01444 1.99839
H -2.62783 -0.47487 2.48229
H -0.86577 -1.59324 1.21743
C -1.88891 -3.81909 3.85714
O -2.85814 -2.80632 3.57521
H -1.92118 -4.53985 3.04496
H -0.88607 -3.39092 3.91476
H -2.12249 -4.32715 4.79413
H -2.83453 -2.16842 4.29433
C 0.51127 -1.79347 -2.26715
O 1.89223 -1.62536 -1.95980
H -0.04971 -1.05974 -1.69242
H 0.33624 -1.62882 -3.33252
H 0.17106 -2.79546 -1.99306
H 2.38342 -2.27230 -2.47341
C -0.21872 -3.59677 -5.99793
O 1.05519 -3.63429 -5.35971
H -0.61411 -2.59159 -5.87932
H -0.12992 -3.81732 -7.06437
H -0.91078 -4.30643 -5.53715
H 1.40957 -4.52076 -5.46437
C -5.44224 -3.03029 1.03478
O -4.51848 -2.02466 1.42077
H -6.10560 -2.60420 0.28557
H -4.92926 -3.89275 0.59785
H -6.04277 -3.36247 1.88693
H -3.92852 -2.40278 2.08911
C 3.72304 0.45189 -5.26534
O 2.64824 1.32606 -5.58888
H 3.72628 -0.36822 -5.97928
H 4.67928 0.97896 -5.33022
H 3.59785 0.04627 -4.25743
H 2.66909 2.04204 -4.94726
C -1.35093 4.57041 4.88143
O -2.29667 3.69873 5.49115
H -1.05266 5.31162 5.61852
H -0.46808 4.01439 4.55479
H -1.79668 5.08215 4.02513
H -2.55628 3.04737 4.83196

***

64
Properties=species:S:1:pos:R:3 method="wB97M-V/def2-TZVPD" orbital_gap_ev="9.73 / 9.01" s_squared=2.004 total_charge=+1 multiplicity=3
Ni -0.26985 0.61703 -0.18223
C -3.99306 -2.84056 -3.78934
C -3.17377 -2.61406 -2.54332
C -3.00318 -3.84490 -1.68624
O -1.82678 -2.18344 -3.01228
P -0.94963 -1.20247 -2.18590
O -0.89624 -1.34388 -0.69796
C 0.69202 -1.36996 -2.90139
P 1.84045 -0.14759 -2.22957
O 1.60298 0.04252 -0.76258
O 3.29881 -0.62326 -2.45621
C 4.01951 -1.12189 -3.63900
C 3.51474 -0.51795 -4.93230
C 3.97217 -2.63363 -3.62670
O 1.51448 1.12451 -3.08526
C 2.04712 2.48618 -2.85259
C 1.20672 3.17417 -1.79814
C 3.51987 2.48288 -2.49615
O -1.42564 0.27786 -2.43385
C -2.19321 0.82248 -3.57168
C -2.52086 2.25237 -3.22359
C -1.40926 0.67414 -4.85707
H -5.00665 -3.12685 -3.50880
H -3.56099 -3.64430 -4.38572
H -4.04852 -1.93785 -4.39728
H -3.58052 -1.78715 -1.95607
H -2.56110 -4.65260 -2.27036
H -3.97860 -4.17532 -1.32861
H -2.37455 -3.63421 -0.82195
H 0.64932 -1.30485 -3.98912
H 1.05836 -2.36340 -2.63108
H 5.03448 -0.77920 -3.44582
H 2.49191 -0.82646 -5.15454
H 4.14433 -0.87540 -5.74714
H 3.56122 0.56888 -4.92200
H 2.98110 -2.99953 -3.90156
H 4.23915 -3.01773 -2.64339
H 4.68326 -3.02654 -4.35309
H 1.89777 2.95344 -3.82469
H 1.42274 2.75914 -0.81100
H 0.14051 3.07899 -1.99761
H 1.45386 4.23539 -1.76920
H 3.69438 1.96650 -1.55084
H 3.84722 3.51512 -2.37439
H 4.13237 2.02859 -3.27300
H -3.10564 0.22435 -3.60989
H -1.62332 2.87111 -3.25610
H -2.95359 2.33018 -2.22843
H -3.22544 2.64170 -3.95872
H -0.43833 1.16198 -4.76418
H -1.95732 1.15084 -5.66958
H -1.26939 -0.37473 -5.12613
N 0.04888 0.22040 1.77208
C -0.98503 0.88648 2.60647
C -1.02665 2.38197 2.34054
C -1.62986 2.82478 1.00298
O -2.20381 3.88557 0.94006
O -1.46427 2.03120 -0.03228
H 0.00145 -0.78956 1.87656
H 0.97917 0.48798 2.08180
H -0.78483 0.70818 3.66426
H -1.94235 0.42401 2.36624
H -0.01205 2.79470 2.39825
H -1.59438 2.88315 3.12164

***

69
Properties=species:S:1:pos:R:3 method="wB97M-V/def2-TZVPD" orbital_gap_ev=8.26 total_charge=+1 e_above_lowest_kj_mol=0.0
Au -0.49357 -1.06509 -0.80020
C 0.70011 0.56238 -1.10907
Si -0.04606 1.84211 0.03392
C -1.87058 1.63733 -0.41656
N -2.24072 0.19144 -0.45219
C -3.09047 -0.15658 -1.63177
C -4.53910 0.32284 -1.50643
C -5.02234 0.28006 -0.05587
C -4.24382 -0.73342 0.77192
C -2.77974 -0.32089 0.86320
C 0.15009 1.29042 1.80581
C -0.56571 1.93101 2.82294
C -0.44168 1.53432 4.14509
C 0.40579 0.48423 4.47489
C 1.12754 -0.16074 3.48191
C 1.00317 0.24158 2.15782
C 0.51034 3.59209 -0.24506
C 0.36166 4.17276 -1.50910
C 0.76009 5.47832 -1.74594
C 1.31872 6.22578 -0.71743
C 1.48175 5.66459 0.54028
C 1.08166 4.35652 0.77374
H 1.72922 0.32004 -0.83568
H 0.67353 0.81132 -2.17155
H -2.09481 2.08251 -1.38831
H -2.51515 2.15264 0.30264
H -3.06343 -1.24179 -1.73213
H -2.61325 0.28507 -2.50509
H -5.15257 -0.31916 -2.13967
H -4.64038 1.33561 -1.89872
H -6.09130 0.07475 -0.01509
H -4.88529 1.26448 0.40225
H -4.33141 -1.74679 0.37252
H -4.64786 -0.75488 1.78466
H -2.15982 -1.14563 1.20890
H -2.67841 0.48664 1.58676
H -1.22705 2.75880 2.58340
H -1.00178 2.04273 4.91897
H 0.50416 0.17266 5.50652
H 1.78872 -0.97821 3.74078
H 1.57671 -0.26942 1.39127
H -0.06714 3.60008 -2.32593
H 0.63899 5.91334 -2.72914
H 1.62855 7.24656 -0.89860
H 1.92355 6.24492 1.33941
H 1.21939 3.92668 1.75906
O -1.62993 -2.82642 -0.48653
N -1.04818 -3.92090 -1.00251
C -1.82509 -5.02199 -1.09339
C -1.31866 -6.19539 -1.57661
C 0.01645 -6.23590 -1.98113
C 0.78562 -5.10186 -1.88762
C 0.24476 -3.91475 -1.38424
S 1.23203 -2.49030 -1.20430
H -2.83915 -4.87676 -0.75519
H -1.95975 -7.06121 -1.64139
H 0.44273 -7.14937 -2.37120
H 1.82021 -5.09427 -2.19908
Br 8.15932 -1.81050 -0.36635
C 6.33825 -1.34359 -0.27019
C 5.71290 -1.22705 0.95879
C 4.37124 -0.88016 0.96941
N 3.65319 -0.65660 -0.12889
C 4.28116 -0.77085 -1.29794
C 5.61724 -1.11162 -1.42910
H 6.24905 -1.39711 1.88095
H 3.85212 -0.77655 1.91612
H 3.68667 -0.58061 -2.18567
H 6.07750 -1.19021 -2.40311

***

52
Properties=species:S:1:pos:R:3 method="wB97M-V/def2-TZVPD" orbital_gap_ev=6.05 smiles="O=C1C=C(O)C(=O)C=C1O.O=C1C=C(O)C(=O)C=C1O.O=C1C=C(O)C(=O)C=C1O.CC(C)=O" e_above_lowest_kj_mol=164.0
O 0.36340 -6.77235 2.83896
C -0.37460 -5.88235 2.40796
C -1.56060 -6.25135 1.57996
C -2.50860 -5.24235 1.06796
O -3.42360 -5.68535 0.08196
C -2.42560 -3.85135 1.41396
O -3.10560 -2.93135 0.99996
C -1.26160 -3.46735 2.14596
C -0.20760 -4.54235 2.70996
O 0.81440 -4.15535 3.49396
H -1.60760 -7.32135 1.37296
H -3.33560 -6.60435 0.14596
H -1.29060 -2.35535 2.34096
H 1.24140 -4.89035 3.77996
O -1.65660 -0.17535 1.00396
C -1.45360 -0.10135 -0.19004
C -0.21660 0.46365 -0.62204
C 0.20140 0.37665 -2.16604
O 1.35240 1.05465 -2.63704
C -0.79960 -0.10735 -3.15704
O -0.51160 -0.13835 -4.33604
C -2.09860 -0.45435 -2.67304
C -2.40760 -0.54135 -1.24904
O -3.67360 -0.84935 -0.70904
H 0.57340 0.86565 0.20496
H 1.68140 1.47365 -1.82904
H -2.67060 -0.76835 -3.45804
H -3.48860 -1.18935 0.02396
O 0.65440 3.07965 1.58396
C -0.07860 3.58065 0.76196
C 0.28140 3.69765 -0.61304
C -0.75760 4.25765 -1.72204
O -0.62160 4.08865 -3.09604
C -2.04860 4.84765 -1.22904
O -2.88560 5.25865 -2.08104
C -2.48260 4.50065 0.11196
C -1.42160 3.98565 1.11796
O -1.69560 3.84065 2.50696
H 1.06940 3.32565 -0.96604
H 0.31140 3.99465 -3.35104
H -3.53160 4.86965 0.41796
H -0.93060 3.64365 2.87596
C 4.72240 1.97765 1.05996
C 4.22040 1.44465 -0.29704
C 5.18940 0.55165 -1.12404
O 3.06540 1.59865 -0.67304
H 5.73540 2.57765 0.81396
H 4.77440 1.10465 1.82796
H 3.94640 2.85065 1.41396
H 5.87840 0.17665 -0.34304
H 5.74640 1.15565 -1.85904
H 4.70940 -0.36535 -1.72504

***

The evaluated molecular weight for the records listed, in turn: 718.608; 317.223; 298.158; 98.101; 490.379; 491.104; 775.619; 478.362 g mol⁻¹.
The evaluated DFT total energy for the records listed, in turn: -89349.554; -58765.794; -63759.444; -9373.772; -41560.022; -94669.022; -129551.805; -48673.094 eV.